{"formula": "C4H12", "method": "ωB97M-V/def2-TZVPD", "charge": 0, "multiplicity": 1, "e_above_lowest_kj_mol": 175.3, "lumo_energy_ev": 1.031, "smiles": "CC.CC", "homo_lumo_gap_ha": 0.45480, "species": ["C", "C", "H", "H", "C", "H", "H", "H", "H", "H", "C", "H", "H", "H", "H", "H"], "coordinates": [[2.409142, 0.795271, -0.510003], [-2.117155, -1.041071, -0.661313], [1.758293, -0.246564, 1.451227], [3.119769, -0.769876, 0.888388], [-2.793860, 0.028122, 0.265906], [-2.985809, 1.047332, -0.303085], [-2.339043, -0.677754, -1.735052], [-2.469793, -2.060607, -0.586887], [3.286008, 1.379896, -0.745519], [-2.321562, 0.542138, 1.047527], [2.451631, 0.194139, 0.919284], [-3.783260, -0.255492, 0.711745], [1.592974, 1.354994, -0.898548], [-1.065201, -1.048576, -0.325562], [3.007767, 0.896985, 1.698622], [2.501307, -0.021242, -1.286098]], "forces_ev_per_angstrom": [[0.5270, -2.1284, -0.8497], [-0.1032, 2.0240, -0.1387], [-4.9808, -1.3544, 1.9024], [-0.4254, 1.9069, -0.2506], [-2.7210, 1.5630, -1.9187], [-0.1144, -2.2054, 0.3096], [1.0403, -0.8279, 1.6074], [-0.4240, -0.0395, 0.3389], [0.3827, 0.3019, 0.4900], [1.7733, -0.4876, 1.5341], [6.9114, 1.4600, -1.0222], [0.7364, 0.0328, -0.6787], [-1.1144, 0.6164, 0.5409], [-0.1692, -0.0542, -1.0530], [-1.1118, -1.2512, -1.7373], [-0.2069, 0.4435, 0.9256]], "lowdin_charge": [-0.167, -0.156, -0.032, 0.094, -0.190, 0.091, 0.087, 0.043, 0.050, 0.013, -0.158, 0.063, 0.036, 0.052, 0.101, 0.074]}


{"formula": "C4H12", "method": "ωB97M-V/def2-TZVPD", "charge": 0, "multiplicity": 1, "e_above_lowest_kj_mol": 111.8, "lumo_energy_ev": 1.090, "smiles": "CC.CC", "homo_lumo_gap_ha": 0.44698, "species": ["H", "H", "H", "H", "H", "H", "C", "C", "H", "H", "H", "H", "C", "H", "C", "H"], "coordinates": [[-0.992488, 0.642086, -0.628587], [-0.975526, -1.794927, -1.327138], [1.500247, 1.447557, 0.476729], [1.054342, 0.796841, 3.186657], [-1.381061, -1.376573, -2.841877], [0.104560, -0.581489, -2.049131], [1.571215, 0.186974, 2.374218], [-0.935163, -0.867400, -1.992360], [2.707449, 0.314334, 2.436808], [-2.160210, 0.966643, -2.064445], [1.460598, -0.877406, 2.591371], [-2.403749, -0.238472, -0.539183], [1.107784, 0.532925, 0.948486], [1.385536, -0.334592, 0.285478], [-1.790052, 0.242689, -1.340254], [0.029696, 0.418468, 0.703285]], "forces_ev_per_angstrom": [[-1.3659, 0.6976, -1.3066], [0.4292, 1.2770, -0.1755], [-0.1723, -0.2774, 0.5173], [0.8155, -0.7641, -1.0449], [0.2982, 0.7513, -0.8507], [0.1554, -0.0638, -0.7299], [0.8977, 0.9514, 0.4747], [-1.1860, -2.1741, 1.4508], [-1.5445, 0.2395, 0.0641], [-0.3988, -0.0258, 0.6088], [-0.4603, 0.1166, -0.0239], [-0.7068, 0.7360, -1.3652], [-0.3499, -1.9253, -1.3421], [0.6340, 0.8380, 0.4236], [2.5314, -1.1522, 2.0866], [0.4232, 0.7754, 1.2129]], "lowdin_charge": [0.030, 0.080, 0.071, 0.077, 0.049, 0.047, -0.178, -0.192, 0.080, 0.063, 0.050, 0.076, -0.190, 0.070, -0.162, 0.028]}


{"formula": "C4H12", "method": "ωB97M-V/def2-TZVPD", "charge": 0, "multiplicity": 1, "e_above_lowest_kj_mol": 114.2, "lumo_energy_ev": 1.155, "smiles": "CC.CC", "homo_lumo_gap_ha": 0.44362, "species": ["H", "C", "H", "C", "H", "H", "C", "H", "C", "H", "H", "H", "H", "H", "H", "H"], "coordinates": [[-1.203656, 0.233233, 0.984148], [0.147101, -1.135083, 2.052438], [1.782571, 1.356499, -2.313562], [0.251738, 0.017846, -1.669012], [0.539503, 1.415008, -3.382800], [0.754551, -0.899043, 2.949518], [0.698237, 1.284542, -2.310552], [-0.618369, -0.478853, -2.178217], [-1.039784, -0.197359, 1.976663], [-0.815686, 0.642735, 2.639209], [1.062839, -0.755775, -1.675087], [-2.060529, -0.554090, 2.129567], [0.768381, -0.888751, 1.108755], [-0.248699, -0.065622, -0.602425], [0.108476, 2.233792, -1.885602], [-0.126674, -2.209079, 2.176952]], "forces_ev_per_angstrom": [[0.5526, 0.0814, -0.0148], [0.8589, -0.2172, -0.7113], [0.1012, 0.5835, 0.8814], [-1.9525, -3.2293, 1.2728], [-0.6468, -0.7598, -0.1025], [-0.2012, -0.0810, -0.6069], [-1.0838, 2.9821, 0.3487], [0.8464, 0.4845, -0.2601], [-0.7289, 1.0180, -0.2358], [-0.5509, 0.0582, -0.0629], [-0.6614, 0.6340, 0.0473], [0.3100, -0.5116, 0.8371], [-0.6066, -1.0826, 1.6450], [1.6771, 1.1786, -1.8128], [1.7884, -1.8744, -0.5777], [0.2974, 0.7353, -0.6474]], "lowdin_charge": [0.030, -0.175, 0.053, -0.209, 0.052, 0.062, -0.200, 0.071, -0.196, 0.066, 0.073, 0.064, 0.073, 0.054, 0.112, 0.070]}


{"formula": "C4H12", "method": "ωB97M-V/def2-TZVPD", "charge": 0, "multiplicity": 1, "e_above_lowest_kj_mol": 55.2, "lumo_energy_ev": 1.124, "smiles": "CC.CC", "homo_lumo_gap_ha": 0.45696, "species": ["H", "C", "C", "C", "C", "H", "H", "H", "H", "H", "H", "H", "H", "H", "H", "H"], "coordinates": [[-0.863295, 0.542361, 1.260168], [-0.889500, 1.295183, 0.469710], [0.425175, -1.429428, -1.078984], [-0.775723, 2.689917, 1.066238], [1.187799, -2.630216, -0.512147], [0.409060, -0.517919, -0.451669], [-1.513951, 3.171359, 1.704836], [-0.066227, 1.237437, -0.227050], [0.063200, 2.614360, 1.764110], [0.685840, -3.503541, -0.910944], [0.874491, -1.165182, -2.027988], [1.202169, -2.729443, 0.579621], [-1.848537, 1.180580, -0.062211], [-0.502792, 3.399813, 0.299095], [-0.648186, -1.579415, -1.153160], [2.260477, -2.575865, -0.719624]], "forces_ev_per_angstrom": [[0.2433, -0.1115, -0.2883], [-1.6117, 0.8000, 0.2997], [0.1373, 0.9506, 1.0672], [1.1610, 0.2201, 0.9236], [-0.1299, 0.3672, 0.6429], [0.8061, -0.7317, -0.2405], [-0.8020, -0.5930, -0.3421], [0.0303, -0.4469, -0.0584], [0.3394, 0.3621, -0.1721], [0.5718, -0.5071, -0.1085], [-0.3274, 0.1214, -0.3625], [-0.5860, 0.2091, -0.0676], [0.4366, -0.1507, -0.0524], [0.0480, 0.3050, -0.1826], [-0.0763, -0.5601, -0.4807], [-0.2405, -0.2346, -0.5775]], "lowdin_charge": [0.072, -0.184, -0.170, -0.178, -0.164, 0.017, 0.061, 0.046, 0.062, 0.056, 0.063, 0.059, 0.075, 0.057, 0.065, 0.062]}


{"formula": "C4H12", "method": "ωB97M-V/def2-TZVPD", "charge": 0, "multiplicity": 1, "e_above_lowest_kj_mol": 127.3, "lumo_energy_ev": 1.147, "smiles": "CC.CC", "homo_lumo_gap_ha": 0.45443, "species": ["H", "H", "H", "H", "C", "H", "H", "C", "C", "C", "H", "H", "H", "H", "H", "H"], "coordinates": [[-1.617483, 0.472880, -0.250247], [0.667270, 0.520653, 3.071557], [-1.987833, -1.364364, -2.219621], [2.648910, 0.605420, 1.415414], [0.716501, -0.092744, 2.109457], [-0.301030, 0.053275, 1.858374], [-2.131980, 1.021695, -1.958934], [-1.080074, -0.817918, -1.905195], [1.756250, 0.373720, 1.091267], [-1.373498, 0.645856, -1.317862], [2.073359, -0.513351, 0.546174], [-0.410034, 1.246810, -1.301464], [0.908272, -1.055569, 2.531278], [1.282213, 0.907951, 0.319772], [-0.637620, -0.689966, -2.895162], [-0.513216, -1.314347, -1.094811]], "forces_ev_per_angstrom": [[-0.5338, 0.5933, -0.7092], [0.7151, -0.2090, -1.0729], [0.0581, 0.1888, 1.0099], [4.1998, 2.5463, 2.1159], [0.8116, 1.8809, 2.6821], [-0.9918, -0.4768, -1.1152], [-0.6961, 1.1046, 0.0840], [-0.4480, 1.4845, 0.3590], [-4.2990, -3.8015, -1.3675], [1.9512, -2.2160, 0.4078], [-0.3240, -0.6102, -0.3478], [-1.3065, -0.5552, -0.3845], [-0.0649, -0.9309, -0.2391], [-0.0467, 1.5919, -0.6576], [0.9835, -0.2326, 0.4124], [-0.0086, -0.3579, -1.1773]], "lowdin_charge": [0.050, 0.083, 0.057, 0.007, -0.151, 0.029, 0.036, -0.158, -0.128, -0.152, 0.070, 0.067, 0.050, 0.036, 0.050, 0.057]}


{"formula": "C4H12", "method": "ωB97M-V/def2-TZVPD", "charge": 0, "multiplicity": 1, "e_above_lowest_kj_mol": 191.5, "lumo_energy_ev": 1.172, "smiles": "CC.CC", "homo_lumo_gap_ha": 0.43301, "species": ["H", "C", "H", "C", "C", "C", "H", "H", "H", "H", "H", "H", "H", "H", "H", "H"], "coordinates": [[-1.082547, -0.714875, -0.245447], [1.433641, 0.637872, 1.416658], [-0.542195, -0.027515, -2.827860], [-1.387674, -0.202730, -2.219439], [0.908428, -0.723109, 1.781870], [-1.043593, 0.208751, -0.863643], [-1.754185, -1.215754, -2.314873], [0.661005, -1.284464, 0.743712], [1.924824, -1.252699, 2.035571], [0.184071, -0.763433, 2.475218], [-1.912910, 0.738549, -0.197558], [2.536560, 0.870262, 1.317815], [1.067875, 1.471060, 2.007465], [-2.069436, 0.502129, -2.838815], [1.239505, 0.945977, 0.445546], [-0.163368, 0.809980, -0.716220]], "forces_ev_per_angstrom": [[1.0660, 0.5552, -0.2583], [1.4350, 2.0751, 0.5367], [1.3889, -0.7075, -0.7774], [-1.7642, 1.8693, -2.8693], [5.7903, -2.2877, -5.2128], [-3.2741, 0.1961, 4.3536], [-0.0169, -0.0903, -0.0797], [0.0201, 1.1646, 2.6810], [-2.3740, 0.2469, 0.4252], [-2.4075, -0.3107, 2.3698], [1.6987, -0.5939, -2.0150], [-0.6497, -1.1641, 1.0294], [-0.2363, -0.0363, 0.4455], [0.3330, -1.0574, 1.4583], [-1.1801, 0.2874, -1.9227], [0.1708, -0.1464, -0.1642]], "lowdin_charge": [0.053, -0.207, 0.044, -0.202, -0.153, -0.212, 0.065, 0.099, 0.098, 0.012, 0.125, 0.088, 0.066, 0.099, -0.006, 0.032]}


{"formula": "C4H12", "method": "ωB97M-V/def2-TZVPD", "charge": 0, "multiplicity": 1, "e_above_lowest_kj_mol": 29.3, "lumo_energy_ev": 1.145, "smiles": "CC.CC", "homo_lumo_gap_ha": 0.46658, "species": ["H", "H", "H", "C", "H", "C", "H", "H", "C", "H", "H", "H", "H", "H", "C", "H"], "coordinates": [[-0.151678, -1.393716, 0.078416], [0.487947, -2.712449, 1.040253], [-0.924634, -0.224719, 2.165930], [-0.200733, 1.906990, -2.107480], [-0.575083, 1.272884, -2.911641], [0.560083, 1.038596, -1.078848], [-0.220200, -1.551731, 3.153028], [0.558226, 2.479293, -2.637181], [-0.642416, -1.276651, 2.185010], [0.083159, 0.868195, -0.118672], [1.498916, 1.543386, -0.847539], [1.277201, -1.198863, 1.195033], [0.836241, 0.044558, -1.432344], [-1.572778, -1.851368, 2.147097], [0.294005, -1.633786, 1.036870], [-0.923030, 2.544936, -1.619061]], "forces_ev_per_angstrom": [[0.2446, 0.1898, -0.1058], [-0.1641, 0.0315, -0.0427], [0.1329, 0.0636, 0.1834], [1.1851, -1.0799, -0.0709], [-0.7935, 0.1085, 0.2971], [0.5273, 0.2314, 0.0501], [0.1957, 0.3377, -0.0074], [-0.1455, 0.5443, 0.1374], [-0.3599, -0.3934, 0.0689], [-0.4469, 0.2105, -0.0522], [0.0840, -0.0800, 0.1563], [-0.0082, 0.4379, -0.3734], [-0.0929, 0.1129, -0.2994], [0.0043, 0.0718, -0.2669], [-0.0670, -0.9003, 0.6288], [-0.2960, 0.1139, -0.3035]], "lowdin_charge": [0.044, 0.065, 0.056, -0.150, 0.059, -0.175, 0.061, 0.055, -0.172, 0.038, 0.061, 0.066, 0.056, 0.061, -0.185, 0.059]}


{"formula": "C4H12", "method": "ωB97M-V/def2-TZVPD", "charge": 0, "multiplicity": 1, "e_above_lowest_kj_mol": 39.2, "lumo_energy_ev": 1.237, "smiles": "CCC.C", "homo_lumo_gap_ha": 0.45379, "species": ["H", "C", "C", "H", "H", "C", "H", "H", "H", "H", "H", "H", "H", "C", "H", "H"], "coordinates": [[-1.378219, 2.643013, 6.454876], [0.674990, -1.237258, -3.034447], [-1.104652, 1.920466, 5.680023], [-1.190900, -0.631539, -2.125612], [-1.708313, 1.021521, 5.804456], [1.420255, 0.036507, -2.649645], [1.603289, 0.755825, -3.457210], [-0.365531, -1.944155, -1.241627], [-0.135473, 1.614761, 6.086453], [-1.168881, -2.348303, -2.660647], [0.352958, -1.076512, -4.069625], [2.429923, -0.207098, -2.306153], [-1.186354, 2.340555, 4.689036], [-0.586283, -1.529005, -2.230006], [1.360409, -2.080808, -3.024768], [0.982779, 0.722030, -1.915102]], "forces_ev_per_angstrom": [[-0.5760, 0.1024, -0.3778], [-0.6808, 0.6769, -0.6558], [0.0766, -0.3782, 1.7686], [-0.1705, -0.0630, 0.0191], [-0.3358, 0.2107, -0.2190], [1.0883, 0.9420, 0.2678], [-0.1646, -0.5308, -0.4221], [0.1878, 0.4986, 0.1718], [0.3859, 0.1113, -1.0540], [-0.1095, 0.3306, -0.3920], [0.0841, -0.3826, -0.0021], [-0.1184, 0.0815, 0.2558], [0.4493, -0.0463, -0.1179], [0.2617, -0.7570, 0.4476], [-0.0419, -0.1035, -0.0184], [-0.3362, -0.6925, 0.3285]], "lowdin_charge": [0.014, -0.317, -0.055, 0.068, 0.013, -0.135, 0.063, 0.068, 0.016, 0.065, 0.095, 0.062, 0.013, -0.132, 0.095, 0.067]}


{"formula": "C4H12", "method": "ωB97M-V/def2-TZVPD", "charge": 0, "multiplicity": 1, "e_above_lowest_kj_mol": 119.5, "lumo_energy_ev": 1.011, "smiles": "CC.CC", "homo_lumo_gap_ha": 0.44791, "species": ["H", "C", "H", "H", "H", "C", "H", "H", "H", "H", "H", "H", "H", "H", "C", "C"], "coordinates": [[3.158642, -2.136639, -0.601935], [-1.153358, 2.944774, -0.010260], [0.739480, -3.064279, 1.013406], [-1.177244, 3.812827, 0.770712], [-0.047543, 2.690380, -0.096286], [-2.171936, 1.772220, 0.120134], [2.663974, -1.744272, 1.087171], [-2.557012, 1.485288, -0.834667], [-1.547996, 3.478581, -0.841548], [-1.871120, 0.876995, 0.634864], [0.403888, -2.656692, -0.933673], [1.389220, -3.851052, -0.567471], [1.884068, -0.856034, -0.347020], [-3.078422, 2.094599, 0.651021], [2.242530, -1.911642, 0.029574], [1.122828, -2.935059, -0.074015]], "forces_ev_per_angstrom": [[-1.1360, 0.0986, 0.5959], [0.5309, 0.8213, 1.6089], [-0.2082, -0.1575, -2.3700], [-0.2053, -2.0348, -0.6470], [-1.5992, 0.0515, -0.2816], [-0.2036, 0.9734, 1.1062], [-0.8535, -0.4054, -1.4986], [0.1387, -0.2552, -0.8360], [0.4876, 0.5017, -1.2156], [0.5900, -0.2580, 0.2206], [0.2462, 0.3425, 2.0868], [0.8895, -0.9389, 0.7630], [0.6595, -1.9358, 0.8613], [0.2668, 0.1931, 0.0439], [1.5500, 2.3735, -0.4105], [-1.1534, 0.6299, -0.0273]], "lowdin_charge": [0.065, -0.171, 0.094, 0.085, 0.074, -0.169, 0.073, 0.044, 0.028, 0.046, 0.085, 0.034, 0.083, 0.063, -0.225, -0.209]}


{"formula": "C4H12", "method": "ωB97M-V/def2-TZVPD", "charge": 0, "multiplicity": 1, "e_above_lowest_kj_mol": 34.0, "lumo_energy_ev": 1.125, "smiles": "CC.CC", "homo_lumo_gap_ha": 0.47647, "species": ["H", "C", "H", "H", "H", "H", "H", "H", "H", "C", "H", "C", "H", "H", "H", "C"], "coordinates": [[2.784603, -1.603709, -1.102080], [0.635116, -1.868550, -1.001451], [1.938967, -1.741458, -2.659581], [-1.242798, 2.798211, 2.397448], [-2.053890, 2.801455, 0.755178], [-1.319284, 0.413541, 0.409497], [-0.529910, 0.390917, 1.963531], [0.693522, -3.005640, -0.947320], [0.557725, -1.427976, -0.048440], [1.904938, -1.351292, -1.687462], [-2.581233, 1.777779, 1.935504], [-0.803681, 1.040396, 1.099372], [0.123747, 1.403085, 0.696133], [-0.206406, -1.586982, -1.587224], [1.816219, -0.263328, -1.797683], [-1.717632, 2.223547, 1.574574]], "forces_ev_per_angstrom": [[0.1853, 0.0437, -0.1878], [1.4077, -1.8434, -0.9250], [0.4777, -0.6875, -1.3994], [-0.3193, -0.1113, -0.7676], [0.1075, 1.0334, -0.8074], [-0.3038, -0.3589, -0.7440], [-0.2319, 0.4684, -0.4699], [-0.3132, 1.4408, 0.1886], [-0.2896, 0.2281, 1.3395], [-0.8734, 0.8528, 1.2597], [-1.7790, -0.7385, 1.0897], [-0.1263, 0.7059, 1.8576], [0.3859, 0.0954, -0.4497], [-0.9001, 0.0863, -0.4057], [0.3041, -0.1199, 0.1361], [2.2685, -1.0952, 0.2853]], "lowdin_charge": [0.064, -0.166, 0.038, 0.077, 0.044, 0.040, 0.073, 0.090, 0.025, -0.164, 0.027, -0.162, 0.048, 0.047, 0.065, -0.145]}


| no. | HOMO energy (eV) |
| --- | --- |
| 1 | -11.345 |
| 2 | -11.073 |
| 3 | -10.917 |
| 4 | -11.311 |
| 5 | -11.218 |
| 6 | -10.611 |
| 7 | -11.551 |
| 8 | -11.111 |
| 9 | -11.177 |
| 10 | -11.840 |